No. 1
The following is a DFT calculation (the ωB97M-V functional and the def2-TZVPD basis) of 2 unconnected molecules or ions with the total composition C3H6O2.

The orbital gap (spin up / spin down) comes out at 8.4 / 8.4 eV. For the largest force on an atom, the calculation gives 0.01113 hartree/bohr. The energy above the lowest of the compared OMol25 structures with the same formula, charge and spin is 96.85 kcal per mole.

CARTESIAN COORDINATES (ANGSTROEM)
1 O -2.3743 0.3819 -0.1599
2 C -1.0876 0.2085 0.1315
3 C 0.9470 -0.8770 -0.5587
4 C 1.4571 0.1606 0.2737
5 O 1.1049 0.3471 1.4464
6 H -2.5314 1.3005 -0.4284
7 H -0.9049 -0.6107 0.7988
8 H -0.4611 1.0795 0.1395
9 H 1.4182 -1.0204 -1.5371
10 H 0.7036 -1.8031 -0.0439
11 H 2.0561 0.9324 -0.2574

***

No. 2
The following is a DFT calculation (the ωB97M-V functional and the def2-TZVPD basis) of 16 unconnected molecules or ions with the total composition C3H40NO15 at a distorted geometry.

The orbital gap comes out at 10.9 eV. The net charge is +1. For the largest force on an atom, the calculation gives 0.08281 hartree/bohr. The energy above the lowest of the compared OMol25 structures with the same formula, charge and spin is 48.04 kcal per mole.

CARTESIAN COORDINATES (ANGSTROEM)
1 C 2.9602 -1.7493 3.2005
2 C 3.4340 -0.3300 3.4137
3 N 2.9517 0.4781 2.0819
4 C 3.8489 1.7549 1.9929
5 H 1.8998 -1.9287 3.2988
6 H 3.3883 -2.0181 2.1736
7 H 3.5862 -2.5048 3.7020
8 H 2.8988 0.3260 4.0723
9 H 4.4950 -0.4036 3.3539
10 H 1.9408 0.7242 2.0964
11 H 2.9776 -0.0040 1.1901
12 H 3.2506 2.6409 2.0358
13 H 4.3746 1.7384 1.0306
14 H 4.5942 1.6230 2.8223
15 H -2.1371 -1.0686 -2.6804
16 H -1.7091 -0.5243 -3.9671
17 O -1.9689 -0.1857 -3.1017
18 H -4.1896 -1.5149 -1.6998
19 H -4.8262 -0.2850 -2.3118
20 O -5.0027 -1.2444 -2.1568
21 H -1.4772 3.8963 -0.4211
22 H -2.0915 2.7895 0.4334
23 O -1.2993 3.3477 0.3700
24 H -3.7351 0.1311 1.5828
25 H -2.6364 -0.7574 0.9225
26 O -3.1519 -0.6104 1.7340
27 H 1.2313 1.5879 0.0466
28 H 0.0529 2.5026 0.4914
29 O 0.7959 1.9087 0.8555
30 H 0.1065 3.0329 -2.7644
31 H -1.2959 2.1741 -2.6633
32 O -0.4897 2.4917 -2.2482
33 H 1.7461 -0.0266 -3.6626
34 H 0.8744 0.7222 -2.8962
35 O 1.8516 0.5601 -2.8814
36 H 1.9830 -0.3762 -0.9963
37 H 1.7842 -1.7653 -0.2283
38 O 2.2186 -0.8890 -0.2206
39 H 1.2800 -2.4760 -3.7480
40 H 0.6617 -1.6450 -2.6469
41 O 0.8393 -1.6331 -3.6263
42 H -0.3025 0.8076 3.9962
43 H -1.3529 -0.1540 4.5325
44 O -0.4788 -0.1359 4.1264
45 H 5.3414 -0.8597 -0.2116
46 H 4.6667 0.2767 -1.0456
47 O 4.8489 -0.0394 -0.1569
48 H -0.8381 -0.8051 1.2559
49 H -0.1764 0.2654 0.3273
50 O -0.5834 -0.6063 0.3512
51 H -1.2416 -1.8952 -0.8523
52 H -1.0537 -3.2890 -1.3367
53 O -0.7527 -2.3926 -1.5632
54 H -2.9610 -2.7923 0.5070
55 H -4.2237 -2.0863 -0.3832
56 O -3.3157 -2.3951 -0.2931
57 H -5.3740 1.5812 -0.5598
58 H -4.7305 1.7525 0.8151
59 O -4.4782 1.6023 -0.1035

***

No. 3
The following is a DFT calculation (the ωB97M-V functional and the def2-TZVPD basis) of a molecular structure, C15H30IO2P2Pm at a distorted geometry.

The orbital gap (spin up / spin down) comes out at 5.8 / 6.0 eV. As for the spin multiplicity: 5. The net charge is +2. For the largest force on an atom, the calculation gives 0.33067 hartree/bohr. The energy above the lowest of the compared OMol25 structures with the same formula, charge and spin is 152.05 kcal per mole.

CARTESIAN COORDINATES (ANGSTROEM)
1 C 3.6452 -4.5297 -5.9938
2 C 3.6294 -3.9257 -4.6174
3 H 4.5768 -5.0829 -6.1375
4 H 3.5466 -3.7312 -6.7344
5 H 2.7791 -5.1884 -6.1031
6 O 4.4578 -4.0008 -3.7722
7 I 1.7438 -2.7690 -4.2598
8 Pm 0.2089 -0.2587 -0.3415
9 P -0.8671 -2.1905 0.3531
10 C -0.6297 -2.7205 2.0909
11 C -2.6888 -2.1223 0.1736
12 H -3.1480 -3.0826 0.4329
13 H -1.0023 -4.5462 -0.3079
14 H -2.9171 -1.8647 -0.8637
15 H -0.5758 -3.4600 -1.6702
16 H -0.9722 -1.9277 2.7615
17 H -3.0854 -1.3381 0.8238
18 C -0.4077 -3.6780 -0.6123
19 H -1.1856 -3.6404 2.3009
20 H 0.6544 -3.8897 -0.4637
21 H 0.4346 -2.8887 2.2762
22 P 1.1594 1.6275 -1.2958
23 C 2.2339 2.6687 -0.2382
24 C 2.2138 1.2664 -2.7495
25 H -0.7200 2.2785 -2.6498
26 H 0.4235 3.6487 -2.4694
27 H -0.6766 3.1997 -1.1321
28 C -0.0686 2.8158 -1.9557
29 H 1.6215 0.6855 -3.4610
30 H 2.5683 2.1900 -3.2202
31 H 2.6239 3.5260 -0.7968
32 H 3.0680 2.0676 0.1340
33 H 3.0694 0.6637 -2.4329
34 H 1.6599 3.0256 0.6213
35 C 0.9709 0.0387 1.2850
36 O 1.4610 0.2295 2.3307
37 C -1.0090 3.5613 3.4478
38 C -1.9063 2.3600 3.1137
39 C -2.0938 1.4815 4.3600
40 C -3.2710 2.8490 2.6054
41 C -1.2398 1.5348 2.0250
42 C -0.6681 0.8270 1.0911
43 H -1.4710 4.1851 4.2433
44 H -0.8558 4.1964 2.5482
45 H -0.0135 3.2179 3.8047
46 H -2.5800 2.0591 5.1757
47 H -2.7311 0.6012 4.1250
48 H -1.1122 1.1118 4.7285
49 H -3.1471 3.4755 1.6954
50 H -3.9239 1.9864 2.3485
51 H -3.7826 3.4567 3.3827

***

No. 4
The following is a DFT calculation (the ωB97M-V functional and the def2-TZVPD basis) of C3H3N3 in the gas phase at a distorted geometry.

The orbital gap comes out at 10.0 eV. For the largest force on an atom, the calculation gives 0.03394 hartree/bohr. The SMILES is c1ncncn1. The energy above the lowest of the compared OMol25 structures with the same formula, charge and spin is 35.52 kcal per mole.

CARTESIAN COORDINATES (ANGSTROEM)
1 C -1.0620 -0.6445 -0.0555
2 N 0.0138 -1.4112 -0.1650
3 C 1.0721 -0.6386 0.0437
4 N 1.0103 0.6860 0.2207
5 C -0.0566 1.2103 -0.3932
6 N -1.1809 0.5456 -0.6273
7 H -1.6917 -0.8248 0.8083
8 H 2.0404 -1.1192 0.1356
9 H -0.0227 2.2606 -0.6630